A 2-piece molecular cluster, C3H5O2Si overall, computed with ωB97M-V/def2-TZVPD.

Last column: natural (NBO) charge in e.
Cartesian coordinates (Å):
C: 1.36 0.80 -0.08  -0.52
C: 0.21 0.33 0.43  -0.59
C: -5.82 0.17 -0.06  1.03
O: -6.17 -0.94 -0.10  -0.52
O: -5.57 1.31 0.01  -0.52
Si: -0.50 -1.36 0.24  0.06
H: 1.78 1.76 0.19  0.15
H: 1.93 0.23 -0.81  0.17
H: -0.28 0.96 1.17  0.18
H: -0.16 -1.88 -1.09  -0.22
H: -1.96 -1.24 0.28  -0.23

- E (Ha) = -557.2598
- HOMO-LUMO gap (eV) = 3.9
- total charge = -1
- largest force on an atom (hartree/bohr) = 0.039


A 2-piece molecular cluster, C3H5O3 overall, computed with ωB97M-V/def2-TZVPD.

Last column: natural (NBO) charge in e.
Cartesian coordinates (Å):
C: 1.31 -2.08 -0.86  -0.65
C: 0.60 -0.93 -0.53  0.21
O: 0.83 -0.17 0.56  -0.73
H: 1.11 -2.44 -1.83  0.17
H: 2.12 -2.60 -0.32  0.18
H: -0.23 -0.67 -1.18  0.15
H: 0.03 0.62 0.72  0.51
O: -0.38 1.77 1.43  -0.77
C: -1.49 2.00 0.81  0.63
O: -1.61 2.08 -0.46  -0.73
H: -2.28 2.42 1.65  0.03

- E (Ha) = -343.0459
- HOMO-LUMO gap (eV) = 8.6
- total charge = -1
- largest force on an atom (hartree/bohr) = 0.070


One molecule with the formula C3H5O3PS, computed with ωB97M-V/def2-TZVPD.

Last column: natural (NBO) charge in e.
Cartesian coordinates (Å):
C: -0.12 1.29 0.07  -0.78
C: 0.43 0.31 -0.85  -0.16
C: -0.51 -0.29 -1.59  -0.41
O: 1.92 0.63 1.85  -1.09
O: -0.39 -0.66 1.53  -0.94
O: 0.27 -3.02 0.75  -0.79
P: 0.53 0.92 1.84  1.43
S: -0.70 -1.96 0.84  1.63
H: 0.11 2.40 -0.05  0.26
H: -1.27 1.23 0.21  0.22
H: 1.46 0.18 -0.73  0.24
H: -0.25 -1.04 -2.22  0.19
H: -1.48 0.00 -1.64  0.19

- E (Ha) = -1082.4767
- HOMO-LUMO gap (alpha / beta) (eV) = 6.0 / 6.0
- total charge = 0
- largest force on an atom (hartree/bohr) = 0.092


C3H5O3Pd as an isolated structure, computed with ωB97M-V/def2-TZVPD.

Last column: Löwdin spin population.
Cartesian coordinates (Å):
Pd: -1.44 0.74 1.69  2.08
O: -2.37 0.67 -0.02  0.21
O: -0.37 0.69 -1.04  0.01
C: 0.87 0.02 -0.81  0.02
C: 0.97 -0.15 0.71  0.08
O: -0.33 -0.36 1.17  0.51
C: -1.39 0.02 -0.46  0.06
H: 0.83 -0.97 -1.30  0.00
H: 1.67 0.63 -1.24  0.00
H: 1.43 0.75 1.15  0.02
H: 1.62 -1.01 0.93  0.01
H: -1.50 -1.03 -0.77  0.01

- <S²> = 3.7565
- E (Ha) = -470.6060
- multiplicity = 4
- HOMO-LUMO gap (alpha / beta) (eV) = 5.9 / 8.4
- total charge = 0
- largest force on an atom (hartree/bohr) = 0.302


A 2-piece molecular cluster, C3H5O3S overall, computed with ωB97M-V/def2-TZVPD.

Last column: natural (NBO) charge in e.
Cartesian coordinates (Å):
C: -2.35 0.24 0.85  -0.47
C: -2.29 0.16 -0.63  -0.23
C: -1.16 -0.25 -0.06  -0.12
O: 1.78 -0.41 0.61  -1.06
O: 4.03 -0.89 -0.17  -1.05
O: 3.15 1.32 -0.50  -1.04
S: 2.83 -0.07 -0.30  2.32
H: -2.43 1.23 1.36  0.16
H: -2.73 -0.52 1.43  0.16
H: -2.89 0.32 -1.47  0.20
H: 2.34 -0.45 -1.43  -0.16
H: -0.29 -0.68 0.31  0.29

- E (Ha) = -741.1597
- HOMO-LUMO gap (eV) = 8.6
- total charge = -1
- largest force on an atom (hartree/bohr) = 0.093


C3H5O4Pm as an isolated structure, computed with ωB97M-V/def2-TZVPD.

Last column: Löwdin spin population.
Cartesian coordinates (Å):
O: 0.08 1.11 -0.13  0.00
C: 0.91 -0.07 0.34  0.00
C: -1.28 0.78 0.08  0.00
O: 1.81 0.15 1.25  -0.02
O: -0.02 -1.06 0.65  0.00
C: -1.28 -0.74 0.07  0.00
H: -1.89 1.21 -0.73  0.00
H: -1.62 1.18 1.05  0.00
H: -1.34 -1.14 -0.95  0.00
H: -2.06 -1.18 0.70  0.00
Pm: 4.04 -0.10 0.16  5.03
O: 1.60 -0.35 -0.90  -0.01
H: 1.05 0.21 -1.58  0.00

- <S²> = 8.7558
- E (Ha) = -1026.3643
- multiplicity = 6
- HOMO-LUMO gap (alpha / beta) (eV) = 7.0 / 7.4
- total charge = +1
- largest force on an atom (hartree/bohr) = 0.060


An isolated ion of composition C3H5O5P and charge -2, computed with ωB97M-V/def2-TZVPD.

Last column: natural (NBO) charge in e.
Cartesian coordinates (Å):
C: 0.81 -0.17 0.99  1.00
C: 2.35 -0.51 -0.88  -0.24
C: -2.31 1.19 -0.37  -1.36
O: -0.29 -0.45 1.41  -0.73
O: -3.11 -0.46 1.61  -1.19
O: 1.69 0.48 1.50  -0.78
O: -2.18 -1.45 -0.51  -1.19
O: 1.21 -0.82 -0.22  -0.57
P: -2.20 -0.31 0.45  2.26
H: 2.60 -1.38 -1.29  0.16
H: 3.06 0.03 -0.27  0.18
H: 2.27 0.27 -1.63  0.13
H: -2.27 2.11 0.29  0.16
H: -1.64 1.47 -1.08  0.17

- structure (SMILES) = C=P([O-])([O-])OC(=O)OC
- E (Ha) = -834.8618
- HOMO-LUMO gap (eV) = 5.2
- total charge = -2
- largest force on an atom (hartree/bohr) = 0.084


One molecule with the formula C3H5OP, computed with ωB97M-V/def2-TZVPD.

Last column: natural (NBO) charge in e.
Cartesian coordinates (Å):
C: -0.70 0.68 -0.14  -0.69
C: -0.03 -0.57 -0.14  0.50
C: 1.51 -0.57 0.06  -0.70
O: -0.65 -1.62 -0.03  -0.55
P: -2.42 0.50 -0.01  0.60
H: -0.04 1.50 -0.03  0.22
H: 1.88 -1.36 -0.64  0.24
H: 1.61 -0.76 1.13  0.25
H: 1.85 0.36 -0.28  0.20
H: -3.00 1.83 0.10  -0.07

- structure (SMILES) = [H]/P=C/C(C)=O
- E (Ha) = -533.8262
- HOMO-LUMO gap (eV) = 8.3
- total charge = 0
- largest force on an atom (hartree/bohr) = 0.068